# C2H5N3O2

An isolated molecule of C2H5N3O2 at a distorted geometry (ωB97M-V/def2-TZVPD, the OMol25 dataset).

The total energy is -393.88392 Ha. The value obtained for the highest occupied orbital energy is -9.219 eV. The value obtained for the energy above the lowest of the compared OMol25 structures with the same formula, charge and spin is 84.9 kcal per mole. As for the molar mass: 103.1 g mol⁻¹. Its maximum force is 5.31 eV Å⁻¹. As for the HOMO-LUMO gap: 9.9 eV.

Structure (XYZ):
```
12
C2H5N3O2 (ωB97M-V/def2-TZVPD)
H 1.035 2.538 0.161
N 1.380 1.619 0.064
C 0.499 0.702 0.270
N -0.797 0.963 0.592
N -2.010 0.176 0.597
O 0.888 -0.618 0.414
C 0.632 -1.565 -0.568
O -0.199 -1.322 -1.462
H -0.950 2.085 0.870
H -2.055 -0.258 -0.357
H -1.678 -0.582 1.256
H 1.338 -2.396 -0.532
```